Record 1
Entry from the Open Molecules 2025 dataset: a 9-piece molecular cluster, C7H32O11 overall (wB97M-V/def2-TZVPD).

```
50
C7H32O11, DFT wB97M-V/def2-TZVPD
O 2.826 -0.126 2.306
H 3.738 -0.330 2.533
H 2.830 0.815 2.112
O -0.222 0.973 1.121
H 0.515 0.540 0.667
H -1.008 0.753 0.601
O -1.478 -0.265 3.652
H -0.636 -0.559 4.011
H -1.269 -0.027 2.742
O 0.632 2.361 3.414
H 1.400 2.826 3.075
H 0.252 1.899 2.648
O -0.004 3.535 -0.557
H 0.532 3.994 -1.209
H 0.358 2.641 -0.528
O -0.965 -0.830 -1.940
H -0.797 -0.389 -2.777
H -1.535 -0.241 -1.432
C -3.920 0.917 0.621
C -4.469 -0.411 1.052
O -4.903 -1.189 -0.049
O -2.721 0.657 -0.143
H -3.683 1.577 1.459
H -4.636 1.431 -0.026
H -5.350 -0.246 1.671
H -3.735 -0.947 1.665
H -4.143 -1.379 -0.609
H -2.560 1.439 -0.686
C 1.183 -2.559 0.337
C -0.193 -3.205 0.413
O -0.761 -3.530 -0.818
O 2.029 -3.202 -0.627
H 1.686 -2.648 1.304
H 1.125 -1.513 0.048
H -0.858 -2.547 1.004
H -0.135 -4.123 1.006
H -0.827 -2.736 -1.365
H 2.080 -4.130 -0.380
C 2.733 -0.400 -2.201
C 2.713 1.093 -1.911
C 2.077 1.871 -3.026
O 1.966 1.325 -0.705
H 3.234 -0.966 -1.418
H 3.208 -0.579 -3.167
H 1.710 -0.782 -2.256
H 3.755 1.393 -1.760
H 2.019 2.933 -2.775
H 1.042 1.549 -3.168
H 2.630 1.747 -3.954
H 2.533 1.588 0.023
```

Its spin multiplicity is 1. The relative energy (zero: lowest compared OMol25 entry of this formula, charge and spin) comes out at 202.9 kJ/mol. Its SMILES is CC(C)O.OCCO.OCCO.O.O.O.O.O.O. As for the total energy: -30300.0119 eV. The orbital gap comes out at 9.7 eV.

Atomic partial charges in e from the Mulliken method, atoms 1 to 4:
1 O -0.51
2 H 0.26
3 H 0.23
4 O -0.16

Record 2
Entry from the Open Molecules 2025 dataset: a 2-piece molecular cluster, C6H15N2 overall in a non-equilibrium geometry (wB97M-V/def2-TZVPD).

```
23
C6H15N2, DFT wB97M-V/def2-TZVPD
C 1.511 -0.929 -1.706
C 1.232 -1.309 -2.957
C 2.415 0.801 -0.212
N 2.152 0.331 -1.396
H 1.323 -1.524 -0.812
H 1.438 -0.552 -3.758
H 0.865 -2.344 -3.125
H 2.889 1.769 -0.174
H 2.169 0.192 0.647
H 2.304 0.988 -2.162
C -0.078 -0.196 1.271
C -1.586 -0.025 1.577
C -1.997 1.437 1.483
N -2.438 -0.796 0.634
H 0.518 0.560 1.857
H 0.303 -1.210 1.340
H -0.051 0.038 0.176
H -1.834 -0.394 2.618
H -3.061 1.511 1.856
H -1.359 2.138 2.031
H -2.104 1.750 0.441
H -2.232 -1.809 0.712
H -2.380 -0.428 -0.341
```

Its charge is +1. Its spin multiplicity is 1. The relative energy (zero: lowest compared OMol25 entry of this formula, charge and spin) comes out at 303.4 kJ/mol. As for the total energy: -9436.8273 eV. The orbital gap comes out at 6.6 eV.

Atomic partial charges in e from the Mulliken method, atoms 1 to 4:
1 C 0.18
2 C -0.72
3 C -0.22
4 N 0.00

Record 3
Entry from the Open Molecules 2025 dataset: C16H14BrIrO7Se2 as an isolated structure (wB97M-V/def2-TZVPD).

```
41
C16H14BrIrO7Se2, DFT wB97M-V/def2-TZVPD
Ir 0.638 0.032 0.374
O 4.886 -1.510 4.555
C 4.052 -1.237 3.718
C 2.557 -1.431 3.852
O 1.982 -1.898 4.819
C 1.996 -0.940 2.596
C 3.014 -0.464 1.738
O 2.745 0.016 0.578
C 4.325 -0.633 2.352
O 5.426 -0.364 1.900
O 0.759 -0.890 2.258
O -1.919 0.793 -2.797
C -2.820 1.662 -2.159
C -2.224 2.551 -1.050
C -3.125 3.799 -1.033
O -2.871 4.709 0.031
C -2.308 1.888 0.332
Se -1.835 -0.017 0.375
C -0.804 3.011 -1.392
Se 0.814 1.915 -1.070
H -1.524 0.243 -2.097
H -3.672 1.108 -1.737
H -3.209 2.312 -2.952
H -4.174 3.468 -0.996
H -2.984 4.368 -1.956
H -2.705 4.182 0.821
H -3.340 1.941 0.696
H -1.658 2.398 1.047
H -0.595 3.909 -0.809
H -0.772 3.287 -2.448
Br 1.064 -6.261 -1.939
C 0.926 -4.475 -1.256
C -0.194 -4.107 -0.536
C -0.287 -2.809 -0.050
C 0.712 -1.855 -0.276
C 1.839 -2.284 -0.991
C 1.952 -3.578 -1.483
H -0.985 -4.821 -0.347
H -1.157 -2.552 0.541
H 2.645 -1.586 -1.172
H 2.833 -3.880 -2.035
```

Its charge is -2. Its spin multiplicity is 1. The relative energy (zero: lowest compared OMol25 entry of this formula, charge and spin) comes out at 0.0 kJ/mol. As for the total energy: -234727.7968 eV. The orbital gap comes out at 5.7 eV.

Atomic partial charges in e from the Mulliken method, atoms 1 to 4:
1 Ir 0.86
2 O -0.67
3 C 0.56
4 C -0.06

Record 4
Entry from the Open Molecules 2025 dataset: one molecule with the formula C4H5NO in a non-equilibrium geometry (wB97M-V/def2-TZVPD).

```
11
C4H5NO, DFT wB97M-V/def2-TZVPD
N 2.973 -0.760 0.061
C 1.951 -0.234 0.198
C 0.715 0.609 0.162
C -0.452 -0.034 -0.660
C -1.326 -0.736 0.177
O 0.047 0.906 1.294
H 1.058 1.489 -0.415
H -1.022 0.885 -0.092
H -0.524 -0.171 -1.737
H -2.348 -0.904 -0.169
H -1.071 -1.049 1.180
```

Its spin multiplicity is 1. The relative energy (zero: lowest compared OMol25 entry of this formula, charge and spin) comes out at 537.1 kJ/mol. As for the total energy: -7760.9601 eV. The orbital gap (spin up / spin down) comes out at 7.4 / 7.4 eV.

Atomic partial charges in e from the Mulliken method, atoms 1 to 4:
1 N -0.42
2 C 0.01
3 C 0.40
4 C -0.44

Record 5
Entry from the Open Molecules 2025 dataset: a 2-piece molecular cluster, C2H8NO2 overall in a non-equilibrium geometry (wB97M-V/def2-TZVPD).

```
13
C2H8NO2, DFT wB97M-V/def2-TZVPD
C 1.306 0.238 -1.181
N 1.379 -0.154 0.275
H 2.281 0.280 -1.631
H 0.773 -0.567 -1.677
H 0.752 1.168 -1.190
H 0.424 -0.365 0.621
H 1.818 0.624 0.776
H 2.016 -0.930 0.473
O -1.241 -0.962 0.302
C -2.111 -0.126 0.292
O -2.703 0.352 1.387
H -2.558 0.390 -0.568
H -2.137 0.052 2.121
```

Its charge is +1. Its spin multiplicity is 1. The relative energy (zero: lowest compared OMol25 entry of this formula, charge and spin) comes out at 65.2 kJ/mol. As for the total energy: -7782.2832 eV. The orbital gap comes out at 12.0 eV.

Atomic partial charges in e from the Mulliken method, atoms 1 to 4:
1 C -0.76
2 N -0.24
3 H 0.36
4 H 0.32

Record 6
Entry from the Open Molecules 2025 dataset: a 2-piece molecular cluster, C6H16N3 overall in a non-equilibrium geometry (wB97M-V/def2-TZVPD).

```
25
C6H16N3, DFT wB97M-V/def2-TZVPD
C -0.721 -0.769 0.004
C 2.037 -1.245 0.076
C 1.456 0.864 -1.341
C 1.481 0.808 1.194
C -1.691 1.516 0.345
C 1.284 0.035 -0.025
N -0.902 -2.038 -0.158
N -1.763 -0.005 0.042
N -3.007 -0.657 -0.083
H 1.852 -1.910 -0.821
H 1.513 -1.609 0.898
H 3.098 -1.131 0.269
H 1.018 1.942 -1.280
H 2.544 0.946 -1.486
H 0.996 0.334 -2.271
H 2.523 0.981 1.140
H 1.011 1.699 1.338
H 1.463 0.237 2.109
H -2.369 2.006 -0.477
H -2.139 1.731 1.302
H -0.654 1.994 0.140
H -0.130 -2.684 -0.411
H -3.623 -0.268 0.566
H -3.429 -0.303 -0.900
H -1.849 -2.474 -0.172
```

Its charge is +1. Its spin multiplicity is 1. The relative energy (zero: lowest compared OMol25 entry of this formula, charge and spin) comes out at 224.5 kJ/mol. As for the total energy: -10942.5222 eV. The orbital gap comes out at 11.0 eV.

Atomic partial charges in e from the Mulliken method, atoms 1 to 4:
1 C 0.46
2 C -1.78
3 C -1.32
4 C -1.59

Record 7
Entry from the Open Molecules 2025 dataset: one molecule with the formula C4H9N3S in a non-equilibrium geometry (wB97M-V/def2-TZVPD).

```
17
C4H9N3S, DFT wB97M-V/def2-TZVPD
C -3.268 -1.058 -0.175
C -2.202 -0.040 0.020
C 1.127 0.532 -0.004
C 2.163 1.644 -0.186
H -3.867 -1.235 0.734
H -3.940 -0.644 -0.876
H -2.812 -2.010 -0.510
H -2.424 1.099 0.010
H 3.077 1.162 0.077
H 2.055 2.496 0.521
H 2.284 2.083 -1.160
H 0.794 -1.374 0.322
H 3.473 -1.129 1.139
N -0.945 -0.295 0.051
N -0.134 0.866 0.115
N 1.515 -0.752 0.068
S 3.105 -1.345 -0.146
```

Its spin multiplicity is 1. The relative energy (zero: lowest compared OMol25 entry of this formula, charge and spin) comes out at 189.6 kJ/mol. Its SMILES is C/C=N/N=C(/C)NS. As for the total energy: -19597.6707 eV. The orbital gap comes out at 9.1 eV.

Atomic partial charges in e from the Mulliken method, atoms 1 to 4:
1 C -0.92
2 C -0.05
3 C 0.67
4 C -0.96